No. 1
The molecule C9H8BFO. Source: the Open Molecules 2025 dataset; level of theory: ωB97M-V/def2-TZVPD.

Geometry as XYZ:
```
20
Properties=species:S:1:pos:R:3:forces:R:3:nbo_charge:R:1
B 1.92431 -1.27534 0.48390 -0.69 1.59 0.46 1.2989
C -2.13228 1.21717 1.04315 0.95 1.65 -3.14 -0.2615
C -2.55529 1.35590 -0.29714 2.20 -0.93 1.56 -0.2631
C -0.32496 1.38790 -1.20059 -2.46 0.15 0.69 -0.3143
C -0.77173 1.24756 1.20539 1.91 -0.29 2.24 -0.3347
C 0.06795 1.34118 0.12330 0.32 -0.76 0.32 -0.1961
C -1.69453 1.39206 -1.37984 -1.01 0.02 0.64 0.3537
C 0.94280 -3.45246 0.12423 -2.64 -0.32 -4.06 -0.1894
C 1.77517 -2.70936 0.76527 1.38 0.86 1.53 -0.7277
C 1.55910 1.25963 0.33175 0.27 4.44 -1.07 -0.0872
O 2.02032 -0.06874 0.23342 0.99 -2.61 0.69 -0.6620
F -2.42600 1.43017 -2.54397 1.33 -0.05 -0.51 -0.3491
H -2.76572 1.47918 1.83737 -1.16 -0.58 1.07 0.1975
H -3.50035 1.12983 -0.56956 -3.45 0.07 -0.73 0.1985
H 0.39329 1.38521 -1.92109 1.58 0.22 -2.41 0.1995
H 0.97491 -4.53685 0.16067 -0.53 0.16 0.36 0.2212
H 0.30880 -2.92747 -0.66981 0.64 -1.33 1.02 0.2119
H 2.27348 -3.20729 1.54507 1.30 -0.12 0.94 0.2646
H 2.11589 1.72751 -0.58676 -0.92 -0.41 1.91 0.1862
H 1.81484 1.82419 1.31524 -0.02 -1.74 -1.52 0.2532
```
Forces are in eV/Å.

Values from the calculation:
F_max = 4.9 eV/A
LUMO energy (spin up / spin down) = -1.33 / -1.33 eV
DFT total energy = -547.48333 a.u.
2S+1 = 1
Charge = 0
Gap between HOMO and LUMO (spin up / spin down) = 4.4 / 4.4 eV

=====

No. 2
A cluster of 2 separate species, C6H10N3O in total. Source: the Open Molecules 2025 dataset; level of theory: ωB97M-V/def2-TZVPD.

Geometry as XYZ:
```
20
Properties=species:S:1:pos:R:3:forces:R:3:nbo_charge:R:1
C -0.51442 0.98035 0.96376 1.11 1.70 0.84 -0.1368
C -0.32274 -2.00659 -0.54460 -1.20 -1.65 -1.77 0.7425
C -2.91831 1.16120 0.37875 -1.35 -0.85 0.14 0.9062
C 0.52846 0.77513 0.16136 2.59 0.02 -0.07 0.0806
C 1.91100 0.85277 0.76689 0.76 -2.01 -0.36 -0.6690
C 0.57334 0.43138 -1.29316 -0.89 1.62 0.29 -0.6745
N -1.77730 0.86866 0.56819 -2.00 0.06 -1.11 -0.5900
N -0.54231 -2.38349 -1.63774 -0.82 0.09 1.14 -0.5066
N -0.40674 -1.71074 0.64612 0.13 -1.17 3.38 -0.7837
O -4.07038 1.19359 0.19129 0.78 0.59 0.01 -0.4530
H -0.36519 1.32190 1.98828 0.17 -0.18 -0.06 0.2433
H 2.09615 0.06649 1.52600 -0.20 0.25 -0.37 0.2338
H 2.02442 1.74689 1.25593 0.18 2.28 1.45 0.2455
H 2.79566 0.82716 0.08905 -1.06 -0.27 -0.03 0.2419
H 0.98918 -0.57498 -1.44459 0.08 0.72 -0.17 0.2119
H 1.29281 1.19349 -1.70264 -0.79 -0.88 -0.07 0.2794
H -0.46352 0.60124 -1.66386 0.91 -0.50 -0.53 0.2422
H -0.05619 -2.21973 -2.45987 1.07 -0.23 -1.94 0.4398
H -0.36277 -2.50820 1.35516 0.13 1.66 -1.06 0.4834
H -0.41114 -0.61652 0.85567 0.42 -1.24 0.29 0.4627
```
Forces are in eV/Å.

Values from the calculation:
F_max = 3.6 eV/A
LUMO energy = -4.18 eV
DFT total energy = -473.77805 a.u.
2S+1 = 1
Charge = +1
Gap between HOMO and LUMO = 9.1 eV

=====

No. 3
A cluster of 2 separate species, C4H14N2 in total. Source: the Open Molecules 2025 dataset; level of theory: ωB97M-V/def2-TZVPD.

Geometry as XYZ:
```
20
Properties=species:S:1:pos:R:3:forces:R:3:nbo_charge:R:1
C 0.16789 -1.27773 -1.30150 2.28 -0.40 0.30 -0.6360
C 1.44554 -2.20042 -1.40536 -1.14 -0.08 1.58 -0.2121
N 2.46108 -1.96093 -0.33492 -1.04 0.74 -0.78 -0.8021
H -0.13933 -1.19090 -0.25665 -0.01 -0.17 0.00 0.1915
H -0.63759 -1.71758 -1.87818 -0.12 0.57 -0.40 0.2172
H 0.59922 -0.31771 -1.58460 -1.04 0.42 -0.43 0.2014
H 1.93125 -2.11309 -2.36965 -0.14 -0.19 -0.19 0.1884
H 1.02909 -3.18336 -1.20441 0.54 -0.55 -0.54 0.1780
H 1.93705 -2.09903 0.52102 0.20 -0.20 0.37 0.3384
H 2.57848 -0.94485 -0.34527 0.48 -0.13 0.10 0.3336
C -0.39728 2.52599 1.12366 0.60 -1.32 -0.58 -0.6249
C -1.53071 1.64804 0.57911 -0.96 1.01 -0.09 -0.2160
N -2.06496 0.61541 1.49388 0.02 1.80 -1.60 -0.8514
H -0.42543 2.81520 2.17371 -0.57 0.25 -0.10 0.2062
H -0.29739 3.36541 0.43885 0.14 0.29 0.34 0.2158
H 0.51170 1.91623 1.03624 0.14 0.27 0.05 0.1947
H -1.20035 1.26121 -0.39159 0.08 -0.44 0.32 0.1817
H -2.34784 2.31736 0.27970 -0.11 0.00 0.22 0.1641
H -1.95843 -0.26466 1.04373 0.33 -0.90 0.71 0.3679
H -1.66199 0.80540 2.38224 0.31 -0.98 0.72 0.3636
```
Forces are in eV/Å.

Values from the calculation:
F_max = 2.4 eV/A
LUMO energy = 0.88 eV
DFT total energy = -270.26513 a.u.
2S+1 = 1
SMILES = CCN.CCN
Charge = 0
Gap between HOMO and LUMO = 10.0 eV

=====

No. 4
A cluster of 6 separate species, C13H29Cl8NO2 in total. Source: the Open Molecules 2025 dataset; level of theory: ωB97M-V/def2-TZVPD.

Geometry as XYZ:
```
53
Properties=species:S:1:pos:R:3:forces:R:3:nbo_charge:R:1
C 0.86114 0.42349 0.88859 0.01 0.03 -0.56 -0.7296
C 0.65354 -0.10755 -0.51177 0.37 -1.68 -0.26 0.6844
N -0.26030 0.51432 -1.29177 0.33 0.29 0.57 -0.8423
O 1.24832 -1.11813 -0.89474 -0.13 0.69 0.14 -0.6649
H -0.05372 0.85927 1.29011 0.19 -0.04 0.12 0.2146
H 1.65080 1.17355 0.84049 -0.07 0.10 0.14 0.2408
H 1.21053 -0.41183 1.48307 -0.02 0.06 0.17 0.2485
H -0.52956 1.45082 -1.01446 -0.15 -0.37 -0.51 0.4114
H -0.21974 0.33852 -2.28379 -0.04 -0.17 0.02 0.4016
C -0.97667 5.12645 -0.31617 -0.60 -0.62 -0.98 -0.6279
C -0.85325 3.59714 -0.32946 0.97 0.50 1.38 0.0881
C -1.72452 2.93748 0.71340 -0.78 -0.06 0.12 -0.6367
O -1.11549 3.01755 -1.59112 -0.66 0.47 -0.37 -0.7274
H -0.83709 5.61677 0.64260 0.24 -0.29 0.16 0.2232
H -1.99061 5.35325 -0.65870 0.09 0.22 -0.05 0.2170
H -0.26249 5.50634 -1.04765 -0.05 0.32 0.09 0.2080
H 0.18369 3.36163 -0.04759 0.09 -0.05 -0.09 0.1520
H -2.78194 3.19143 0.58699 0.07 0.14 -0.09 0.2238
H -1.42129 3.27104 1.70590 0.02 0.01 -0.01 0.2231
H -1.68786 1.84542 0.70213 0.17 0.13 -0.09 0.2032
H -0.42914 3.25294 -2.22224 0.03 0.23 0.00 0.4826
Cl -5.18339 1.40960 -1.27800 0.00 0.17 0.06 -0.0425
C -3.75281 0.39583 -1.08882 0.95 -0.65 -0.19 -0.4100
C -3.70872 -0.37452 0.21063 -0.49 0.21 -0.03 -0.3821
Cl -5.10421 -1.49853 0.37203 0.29 0.17 0.07 -0.0705
H -2.83616 0.98729 -1.13199 -0.33 0.35 0.03 0.2308
H -3.67169 -0.27776 -1.94176 -0.36 -0.05 0.03 0.2214
H -3.72365 0.32965 1.04145 -0.19 -0.17 0.13 0.2123
H -2.80804 -0.97493 0.27808 0.12 -0.04 -0.13 0.2350
Cl -0.71143 -2.49601 1.53844 -0.09 0.01 0.03 -0.0631
C -0.26059 -3.76301 0.37979 0.29 -0.72 -0.54 -0.3876
C -1.27638 -4.88141 0.44543 -0.68 -0.19 0.41 -0.3803
Cl -0.89092 -6.24044 -0.65819 0.16 0.32 0.07 -0.0631
H 0.72684 -4.14312 0.63284 -0.01 0.13 0.19 0.2227
H -0.18953 -3.35734 -0.62677 -0.13 0.31 0.11 0.2373
H -2.28305 -4.54617 0.20042 0.13 0.15 -0.23 0.2225
H -1.35629 -5.29866 1.44784 0.27 -0.01 -0.01 0.2187
Cl 1.17043 -3.06499 -4.99945 -0.10 0.12 0.01 -0.0754
C 2.50251 -3.47367 -3.87371 -0.46 0.29 -0.02 -0.3774
C 3.45112 -2.31694 -3.65428 0.01 -0.19 0.24 -0.3957
Cl 4.12044 -1.69325 -5.18010 0.14 0.04 0.08 -0.0605
H 2.95877 -4.35857 -4.30321 0.25 0.02 0.17 0.2205
H 2.00851 -3.68652 -2.92733 0.18 -0.21 0.03 0.2298
H 4.27522 -2.65281 -3.02435 0.09 -0.08 -0.17 0.2225
H 2.97160 -1.50827 -3.10739 -0.18 0.06 -0.25 0.2357
Cl 2.25661 0.04832 6.16110 -0.07 0.17 -0.07 -0.0551
C 2.41291 0.42718 4.42263 -0.23 0.14 -0.15 -0.3836
C 3.28552 1.64659 4.20690 0.10 0.44 1.02 -0.4007
Cl 3.80886 1.74426 2.52942 0.29 0.00 -0.37 -0.0456
H 1.42494 0.63286 4.01433 -0.07 -0.19 0.14 0.2170
H 2.80517 -0.46520 3.94563 0.19 0.08 -0.05 0.2273
H 4.13563 1.66670 4.89003 0.23 -0.40 -0.37 0.2266
H 2.77745 2.58395 4.43452 -0.36 -0.21 -0.11 0.2192
```
Forces are in eV/Å.

Values from the calculation:
F_max = 1.8 eV/A
LUMO energy = 0.11 eV
DFT total energy = -4399.53021 a.u.
2S+1 = 1
SMILES = CC(N)=O.CC(C)O.ClCCCl.ClCCCl.ClCCCl.ClCCCl
Charge = 0
Gap between HOMO and LUMO = 10.1 eV

=====

No. 5
The molecule C6H10N2O2S. Source: the Open Molecules 2025 dataset; level of theory: ωB97M-V/def2-TZVPD.

Geometry as XYZ:
```
21
Properties=species:S:1:pos:R:3:forces:R:3:nbo_charge:R:1
H 3.38873 -1.28372 1.21340 1.58 1.49 0.58 0.3844
N 2.71978 -1.55832 0.56012 -2.72 -1.11 -0.86 -0.5752
C 1.75230 -0.90580 0.13136 -1.42 -0.31 -0.91 0.0430
C 0.30739 -1.60705 -0.37018 2.49 2.83 0.68 0.2956
N 0.26234 -2.79942 -0.63637 0.06 -2.50 0.39 -0.5806
H -0.64082 -3.29501 -0.62927 0.16 0.79 -0.58 0.3576
C -0.73631 -0.53592 -0.26112 -1.43 -0.48 -2.13 -0.3283
C -1.21927 -0.40478 1.13073 0.22 2.25 0.87 -0.6049
C -0.18761 0.79526 -0.81179 -0.66 1.50 2.92 -0.4160
C -1.19166 2.01587 -0.67552 -0.54 -4.50 1.92 -0.6014
S 1.45430 0.97762 0.00583 0.23 -1.89 0.00 2.0716
O 2.28686 1.48869 -1.03017 0.85 0.51 -0.84 -0.9368
O 1.58996 1.52332 1.32142 -0.75 0.45 0.55 -0.9209
H -1.63024 -0.85687 -0.86030 0.79 0.27 0.03 0.2259
H -0.37582 -0.06062 1.73131 -0.24 0.41 0.37 0.2226
H -1.47297 -1.31910 1.55858 -0.81 -1.68 0.50 0.2229
H -2.06724 0.31909 1.18980 0.71 -0.65 0.20 0.2203
H 0.13615 0.84797 -1.80292 0.39 -0.74 -1.69 0.2526
H -0.80484 2.87995 -1.03372 0.78 2.43 -1.98 0.2287
H -1.47277 2.24666 0.33914 0.25 -0.17 0.65 0.2190
H -2.09826 1.53218 -1.07031 0.07 1.11 -0.66 0.2200
```
Forces are in eV/Å.

Values from the calculation:
F_max = 4.9 eV/A
LUMO energy = -0.05 eV
DFT total energy = -892.69205 a.u.
2S+1 = 1
SMILES = [H]/N=C1/C(=N/[H])[C@@H](C)[C@@H](C)S1(=O)=O
Charge = 0
Gap between HOMO and LUMO = 8.9 eV

=====

Question: What is the DFT total energy in the second record?
Answer: -473.77805 a.u.

=====

Question: Number 3 is which compound?
Answer: C4H14N2